No. 1
This record from the Open Molecules 2025 dataset describes a structure of composition C33H16F8N4O2RhSe at a distorted geometry. The level of theory is wB97M-V/def2-TZVPD.

XYZ file:
```
65
Properties=species:S:1:pos:R:3
Rh 0.4870 0.8210 -0.0062
O 0.6900 3.3680 3.1792
C 0.7814 2.5051 2.3081
N 0.1601 2.3926 1.1373
C -0.8140 3.2490 0.5842
C -1.2583 4.4172 1.1892
C -2.2116 5.2028 0.5485
C -2.7185 4.8282 -0.6835
C -2.2842 3.6600 -1.3021
C -1.3335 2.8641 -0.6759
N -0.8182 1.6698 -1.2165
C -1.1027 1.1122 -2.3884
O -1.8636 1.4795 -3.2821
C -0.3190 -0.1836 -2.5733
C -0.5223 -0.9500 -3.7055
C 0.1741 -2.1393 -3.8422
C 1.0427 -2.5293 -2.8368
C 1.1957 -1.7067 -1.7342
N 0.5501 -0.5517 -1.6130
C 1.7561 1.3480 2.5151
C 2.5032 1.2774 3.6777
C 3.4004 0.2352 3.8308
C 3.5328 -0.6951 2.8114
C 2.7530 -0.5564 1.6785
N 1.8791 0.4347 1.5387
H -0.8503 4.6962 2.1482
H -2.5523 6.1138 1.0251
H -3.4606 5.4428 -1.1782
H -2.6664 3.3566 -2.2643
H -1.2270 -0.5846 -4.4387
H 0.0351 -2.7596 -4.7186
H 1.6053 -3.4505 -2.8952
H 1.8648 -1.9688 -0.9296
H 2.3541 2.0501 4.4181
H 3.9967 0.1526 4.7306
H 4.2360 -1.5135 2.8778
H 2.8386 -1.2405 0.8462
F -5.5451 -4.2975 5.1502
C -4.6771 -4.9116 4.3141
F -5.4104 -5.7090 3.5145
F -3.9298 -5.7271 5.0945
C -3.8386 -3.9365 3.5521
C -3.8830 -3.8750 2.1675
C -3.1006 -2.9539 1.4916
C -2.2608 -2.0770 2.1852
C -2.2324 -2.1520 3.5852
C -3.0119 -3.0696 4.2600
C -1.4488 -1.1322 1.4888
C -0.7662 -0.3207 0.8975
H -4.5282 -4.5456 1.6168
H -3.1320 -2.8996 0.4118
H -1.5889 -1.4738 4.1292
H -2.9816 -3.1168 5.3416
F 4.0246 -0.1473 -6.4994
C 3.7031 0.3353 -5.2925
C 3.9888 -0.3879 -4.1507
F 4.5968 -1.5801 -4.2516
C 3.6578 0.1306 -2.9119
F 4.0252 -0.6046 -1.8465
C 3.0298 1.3585 -2.7421
Se 2.6174 2.0786 -1.0298
C 2.7696 2.0615 -3.9161
F 2.1767 3.2559 -3.8792
C 3.0936 1.5703 -5.1696
F 2.8182 2.2795 -6.2714
```

Results
Energy   -4947.71874 Eh
Orbital gap   6.934 eV
Net charge   -1
Energy above the lowest of the compared OMol25 structures with the same formula, charge and spin   0.0 kJ/mol



No. 2
This record from the Open Molecules 2025 dataset describes a structure of composition C33H16N9OPd at a distorted geometry. The level of theory is wB97M-V/def2-TZVPD.

XYZ file:
```
60
Properties=species:S:1:pos:R:3
Pd 1.7460 0.9280 0.1880
C -2.0373 1.9466 5.7953
C -2.7401 2.9389 5.1017
C -2.3990 3.2765 3.8022
C -1.3164 2.6212 3.2344
C -0.7635 2.6090 1.8674
N -1.5377 2.9889 0.8402
C -1.3357 2.5896 -0.3915
C -2.5135 2.4590 -1.2698
C -3.8621 2.6800 -1.0614
C -4.7225 2.3638 -2.1062
C -4.2415 1.8348 -3.3049
C -2.8841 1.6058 -3.4985
C -2.0368 1.9359 -2.4576
C -0.5823 1.7694 -2.2667
N 0.0726 1.1914 -3.2606
C 1.2045 0.5103 -3.0684
N 1.9703 0.5442 -1.9796
C 2.4731 -0.8236 -1.9103
N 2.5199 -1.7162 -0.9672
C 2.2023 -1.7403 0.3405
N 1.8637 -0.6818 1.1058
C 1.3027 -0.9949 2.2947
N 0.7206 -0.1390 3.1388
C 0.3760 1.1022 2.9779
N 0.3545 1.9063 1.8112
C -0.6010 1.6558 3.9324
C -0.9696 1.2810 5.2155
C 1.2989 -2.4309 2.3402
C 0.7477 -3.3343 3.2556
C 0.7717 -4.6756 2.9541
C 1.3254 -5.1386 1.7415
C 1.8591 -4.2629 0.8254
C 1.8602 -2.8956 1.1243
C 2.4719 -1.3581 -3.2919
C 3.0037 -2.5056 -3.8558
C 2.7287 -2.7467 -5.1942
C 1.9139 -1.8847 -5.9367
C 1.3473 -0.7617 -5.3516
C 1.6515 -0.5162 -4.0227
N -0.1989 2.1664 -1.0156
H -2.3485 1.6851 6.7994
H -3.5781 3.4284 5.5826
H -2.9636 4.0063 3.2366
H -4.2216 3.0650 -0.1165
H -5.7882 2.5165 -1.9868
H -4.9437 1.5867 -4.0915
H -2.4982 1.1709 -4.4105
H -0.4408 0.4900 5.7301
H 0.2871 -2.9697 4.1651
H 0.3388 -5.3896 3.6439
H 1.3074 -6.1994 1.5237
H 2.2485 -4.6089 -0.1238
H 3.6112 -3.1789 -3.2658
H 3.1423 -3.6249 -5.6750
H 1.7122 -2.1103 -6.9765
H 0.6881 -0.1034 -5.9022
O 3.6223 0.6921 0.0348
N 3.6698 1.8175 2.5467
C 3.1105 1.4283 1.6092
```

Results
Energy   -1962.97045 Eh
Orbital gap (alpha / beta)   4.953 / 4.953 eV
Net charge   -1
Energy above the lowest of the compared OMol25 structures with the same formula, charge and spin   869.1 kJ/mol



No. 3
This record from the Open Molecules 2025 dataset describes a structure of composition C33H17AsCl5CoF9O6PS at a distorted geometry. The level of theory is wB97M-V/def2-TZVPD.

XYZ file:
```
74
Properties=species:S:1:pos:R:3
Co 0.5250 -1.2043 -1.0038
O 3.4698 -1.2237 2.2023
As 1.9986 -1.9389 1.5650
O 0.8833 -1.9960 2.7266
O 1.7692 -0.8384 0.2611
C 2.6721 -3.5980 0.7964
C 3.8842 -4.0677 1.2846
C 4.4966 -5.1746 0.7110
C 3.9110 -5.8094 -0.3761
C 2.6983 -5.3495 -0.8693
C 2.0886 -4.2563 -0.2827
S 0.5260 -3.7646 -0.9624
O -0.0950 -2.8206 0.0196
O -0.2159 -4.9381 -1.2691
O 0.8775 -2.8652 -2.1179
H 3.9563 -0.8086 1.4790
H 4.3575 -3.5609 2.1152
H 5.4333 -5.5345 1.1143
H 4.3873 -6.6645 -0.8356
H 2.2150 -5.8504 -1.6975
Cl -1.1735 -0.8631 -2.9333
C 0.2778 0.0069 -3.3361
C 1.2385 -0.0506 -2.3383
C 2.4406 0.5891 -2.6091
Cl 3.7586 0.5300 -1.4951
C 2.6193 1.3119 -3.7980
Cl 4.1005 2.1264 -4.1095
C 1.5975 1.3814 -4.7465
Cl 1.8031 2.2867 -6.1877
C 0.3991 0.7019 -4.5215
Cl -0.8842 0.7505 -5.6547
F -2.4693 6.6394 -1.5079
C -2.4197 5.6946 -2.4656
F -1.6206 6.1530 -3.4377
F -3.6604 5.5941 -2.9762
C -1.9526 4.3787 -1.9083
C -0.7404 3.8290 -2.2859
C -0.3364 2.6148 -1.7508
C -1.1506 1.9297 -0.8529
C -2.3482 2.5234 -0.4462
C -2.7519 3.7345 -0.9743
P -0.6127 0.4067 0.0108
C 0.1229 1.1756 1.4803
C -0.5547 1.2797 2.6889
C 0.0193 1.9686 3.7447
C 1.2600 2.5649 3.5857
C 1.9366 2.4787 2.3775
C 1.3675 1.7839 1.3262
C 1.8445 3.3314 4.7394
F 1.8017 2.6247 5.8810
F 1.1577 4.4706 4.9629
F 3.1234 3.6778 4.5291
C -2.1058 -0.4910 0.5119
C -3.2848 -0.4567 -0.2332
C -4.3560 -1.2495 0.1312
C -4.2495 -2.0832 1.2372
C -3.0724 -2.1468 1.9643
C -1.9919 -1.3583 1.5992
C -5.4363 -2.9300 1.6033
F -6.5470 -2.1773 1.7344
F -5.7004 -3.8440 0.6515
F -5.2638 -3.5902 2.7552
H -0.1044 4.3436 -2.9928
H 0.6306 2.2261 -2.0302
H -2.9721 2.0412 0.2940
H -3.6858 4.1802 -0.6587
H -1.5221 0.8187 2.8231
H -0.4980 2.0346 4.6925
H 2.9061 2.9420 2.2630
H 1.9085 1.6928 0.3929
H -3.3710 0.1831 -1.1012
H -5.2732 -1.2220 -0.4418
H -2.9848 -2.8172 2.8075
H -1.0576 -1.4564 2.1450
```

Results
Energy   -9277.11176 Eh
Orbital gap (alpha / beta)   8.345 / 8.342 eV
Energy above the lowest of the compared OMol25 structures with the same formula, charge and spin   0.0 kJ/mol



No. 4
This record from the Open Molecules 2025 dataset describes a structure of composition C33H20Cl2N6NdO6S at a distorted geometry. The level of theory is wB97M-V/def2-TZVPD.

XYZ file:
```
69
Properties=species:S:1:pos:R:3
Nd -13.1909 -14.3695 5.4733
O -11.2903 -17.0775 8.5764
C -12.1070 -16.3772 7.7637
O -11.7126 -15.7959 6.7339
C -13.4944 -16.4521 8.2133
C -13.9349 -16.8520 9.4945
C -15.2867 -16.6040 9.8280
C -16.1034 -15.8834 8.9853
C -15.4838 -15.3825 7.7387
N -14.3423 -15.9216 7.3151
C -15.9583 -14.1064 6.9936
O -17.1435 -13.7544 7.0401
O -15.0120 -13.5010 6.2573
H -10.3865 -17.1120 8.1456
H -13.1504 -17.0123 10.2221
H -15.6386 -17.0997 10.6805
H -17.1321 -15.5956 9.1366
S -15.7202 -19.7838 -0.0462
N -16.6213 -18.7290 0.7541
C -15.7397 -18.0150 1.4848
C -16.0076 -16.9044 2.3246
C -17.3213 -16.4973 2.6414
C -17.4809 -15.4689 3.5272
C -16.3746 -14.5866 3.8069
N -15.1628 -14.9615 3.5252
C -14.9089 -16.1163 2.8287
C -13.5641 -16.6868 2.7275
N -12.6309 -16.2223 3.6274
C -11.3559 -16.7375 3.5576
C -11.0266 -17.7102 2.6422
C -12.0188 -18.4539 1.9867
C -13.2547 -17.8382 1.9728
C -14.3454 -18.3602 1.2416
N -14.2153 -19.3507 0.3331
H -18.1849 -17.1905 2.3539
H -18.4640 -15.2152 3.9912
H -16.4757 -13.7078 4.3823
H -10.5975 -16.3393 4.2492
H -9.9758 -18.0909 2.6435
H -11.8256 -19.4097 1.4264
Cl -8.2136 -14.8547 8.3092
C -7.0397 -13.6216 8.1098
C -5.7369 -13.9212 8.5077
C -4.7850 -12.8719 8.6661
C -5.1404 -11.5644 8.2995
C -6.4515 -11.2004 7.9358
Cl -6.7578 -9.6212 7.3960
C -7.3223 -12.3246 7.5980
N -8.4314 -12.2046 6.7254
C -8.3525 -11.8858 5.3761
C -7.1205 -12.1609 4.6016
C -7.0826 -11.6564 3.3246
C -8.1789 -11.1627 2.7046
C -9.4076 -10.9493 3.3781
C -9.4603 -11.2123 4.7210
C -10.7163 -10.8705 5.5143
C -11.6907 -12.0649 5.4569
O -12.5462 -12.1551 4.5185
O -11.6140 -12.9053 6.4402
H -5.6014 -14.9806 8.7619
H -3.7519 -13.0881 8.9700
H -4.4577 -10.7830 8.3924
H -9.3621 -12.3549 7.1014
H -6.3525 -12.8659 4.9123
H -6.1630 -11.8289 2.8430
H -8.0691 -10.8380 1.6675
H -10.2379 -10.5886 2.7852
H -11.1246 -9.9406 5.1651
H -10.5100 -10.5952 6.6223
```

Results
Multiplicity   4
Energy   -3929.48302 Eh
Orbital gap (alpha / beta)   5.397 / 5.400 eV
<S²>   3.7528
Net charge   +1



No. 5
This record from the Open Molecules 2025 dataset describes a structure of composition C33H20N4O10S7SiTc. The level of theory is wB97M-V/def2-TZVPD.

XYZ file:
```
76
Properties=species:S:1:pos:R:3
Tc 0.0284 0.9004 -0.2359
S -1.5809 2.5452 0.0181
C -0.7153 4.0074 -0.3427
C -1.4378 5.2406 -0.2366
N -2.0335 6.2215 -0.1411
C 0.5793 3.9985 -0.7634
S 1.5058 2.5477 -0.9521
C 1.2405 5.2297 -1.0929
N 1.7685 6.2146 -1.3689
O 1.3399 0.2258 3.5539
C 0.5080 0.3069 2.6719
O 0.6906 1.0363 1.6044
C -0.8251 -0.3731 2.8428
C -1.1973 -0.6272 4.1384
C -2.4181 -1.2354 4.4229
C -3.2577 -1.6336 3.4059
C -2.8786 -1.4241 2.0982
C -1.6588 -0.7514 1.7310
O -1.3512 -0.5141 0.5267
N -3.8044 -1.9375 1.0958
O -4.9632 -2.1394 1.4382
O -3.3749 -2.2277 -0.0017
N -2.8104 -1.4739 5.7969
O -2.0522 -1.1186 6.6845
O -3.8719 -2.0442 6.0077
H -0.5218 -0.3477 4.9335
H -4.1983 -2.1161 3.6187
O -0.5691 0.4480 -1.9999
Si -0.8040 0.3326 -3.5824
C -1.9156 1.7437 -4.1258
C -3.0509 1.5787 -4.9176
C -3.8420 2.6660 -5.2719
C -3.5101 3.9378 -4.8283
C -2.3845 4.1230 -4.0347
C -1.5956 3.0349 -3.6947
C 0.7944 0.4337 -4.5538
C 0.8194 0.7927 -5.9037
C 2.0086 0.8058 -6.6191
C 3.1991 0.4613 -5.9901
C 3.1939 0.1090 -4.6482
C 2.0001 0.1000 -3.9393
C -1.6341 -1.2978 -3.9881
C -1.5095 -1.9570 -5.2124
C -2.1488 -3.1689 -5.4399
C -2.9194 -3.7448 -4.4373
C -3.0471 -3.1080 -3.2101
C -2.4091 -1.8941 -2.9911
H -3.3327 0.5847 -5.2500
H -4.7248 2.5174 -5.8830
H -4.1328 4.7848 -5.0912
H -2.1292 5.1107 -3.6701
H -0.7216 3.1874 -3.0700
H -0.1017 1.0833 -6.4004
H 2.0101 1.0922 -7.6644
H 4.1294 0.4750 -6.5457
H 4.1168 -0.1581 -4.1476
H 1.9994 -0.1721 -2.8900
H -0.8909 -1.5291 -5.9951
H -2.0368 -3.6697 -6.3948
H -3.4118 -4.6949 -4.6100
H -3.6323 -3.5512 -2.4142
H -2.4880 -1.4190 -2.0211
C 0.8901 -3.2937 -2.5073
S 2.5986 -3.8898 -2.6344
C 3.0762 -3.8044 -0.9386
C 3.4772 -2.7127 -0.2592
S 3.7152 -1.1276 -0.9766
S 3.8305 -2.9459 1.4338
C 3.5413 -4.6438 1.5005
S 3.7387 -5.5674 2.8493
S 3.0226 -5.2831 -0.0202
H 0.5238 -3.2193 -3.5312
H 0.8695 -2.3142 -2.0330
H 0.2751 -3.9996 -1.9530
O 2.6962 -0.2185 -0.0938
O 1.3293 -0.6225 -0.3843
```

Results
Multiplicity   2
Energy   -5398.59916 Eh
Orbital gap (alpha / beta)   6.493 / 7.055 eV
<S²>   0.7755
Net charge   -2
Energy above the lowest of the compared OMol25 structures with the same formula, charge and spin   0.0 kJ/mol



No. 6
This record from the Open Molecules 2025 dataset describes a structure of composition C33H21AsN3O5PtS2 at a distorted geometry. The level of theory is wB97M-V/def2-TZVPD.

XYZ file:
```
66
Properties=species:S:1:pos:R:3
Pt -0.4610 -0.8389 -1.4614
O -1.9540 0.8524 -1.2768
C -3.0329 0.7919 -0.6766
C -3.4240 -0.0213 0.4323
C -4.6556 0.2186 1.0434
C -5.1127 -0.5742 2.0812
C -4.3466 -1.6769 2.5239
C -3.1476 -1.9349 1.9503
C -2.6012 -1.1190 0.8993
O -1.4713 -1.4107 0.4507
N -6.3327 -0.2812 2.7163
O -6.6957 -0.9990 3.6425
O -6.9844 0.6882 2.3331
H -3.8395 1.4557 -1.0458
H -5.2661 1.0532 0.7243
H -4.7386 -2.2969 3.3166
H -2.5327 -2.7573 2.2832
S 1.1654 -2.6381 -1.4140
C -0.2139 -3.5696 -0.9122
C -0.1286 -4.3773 0.2107
C -1.2586 -5.0097 0.7214
C -1.1857 -5.6745 1.9574
N -1.1087 -6.1954 2.9796
C -2.4847 -4.9179 0.0256
C -2.5477 -4.1811 -1.1529
C -1.4506 -3.4625 -1.6009
S -1.6390 -2.3611 -2.9395
C -3.6549 -5.5053 0.5385
N -4.6272 -5.9716 0.9366
H 0.8150 -4.4460 0.7328
H -3.4794 -4.1024 -1.6943
O 0.5885 0.5170 0.1484
As 1.7791 1.4799 -0.3491
C 2.2100 1.3977 -2.2540
C 1.4121 0.6589 -3.1114
C 1.7392 0.5431 -4.4520
C 2.8558 1.2024 -4.9379
C 3.6384 1.9714 -4.0903
C 3.3263 2.0643 -2.7456
C 3.3515 0.9184 0.6454
C 3.7390 -0.4004 0.4356
C 4.6853 -0.9780 1.2615
C 5.2382 -0.2393 2.2961
C 4.8471 1.0722 2.5088
C 3.8930 1.6529 1.6899
C 1.3250 3.3156 0.1129
C 2.1730 4.4109 0.0134
C 1.7144 5.6613 0.3932
C 0.4217 5.8189 0.8665
C -0.4243 4.7268 0.9654
C 0.0304 3.4771 0.5885
H 0.5108 0.1236 -2.6891
H 1.1329 -0.0637 -5.1088
H 3.1259 1.1129 -5.9798
H 4.5033 2.4943 -4.4753
H 3.9554 2.6443 -2.0781
H 3.2611 -0.9742 -0.3551
H 4.9728 -2.0086 1.1123
H 5.9671 -0.6932 2.9516
H 5.2687 1.6377 3.3284
H 3.5553 2.6695 1.8665
H 3.1844 4.2896 -0.3560
H 2.3701 6.5180 0.3224
H 0.0754 6.7989 1.1598
H -1.4311 4.8464 1.3378
H -0.6008 2.5962 0.6528
```

Results
Energy   -4962.00799 Eh
Orbital gap (alpha / beta)   6.209 / 6.206 eV
Net charge   -1
Energy above the lowest of the compared OMol25 structures with the same formula, charge and spin   246.3 kJ/mol



No. 7
This record from the Open Molecules 2025 dataset describes a structure of composition C33H21BiBrF3N5O3S. The level of theory is wB97M-V/def2-TZVPD.

XYZ file:
```
68
Properties=species:S:1:pos:R:3
Bi 3.7908 0.9517 -0.1098
F 7.0731 -1.6161 4.9993
C 6.5732 -1.5697 3.7547
F 6.1347 -2.8036 3.4504
F 7.5839 -1.2802 2.9267
C 5.4612 -0.5557 3.6629
C 4.9667 0.0343 4.8093
C 3.9480 0.9786 4.7246
C 3.4641 1.2974 3.4772
N 3.9165 0.7104 2.3662
C 4.8955 -0.2127 2.4233
S 5.3288 -0.8979 0.8941
H 5.3803 -0.2364 5.7710
H 3.5520 1.4531 5.6100
H 2.6792 2.0323 3.3391
C -10.0397 -1.2751 0.6101
O -9.3438 -0.0384 0.6051
C -8.0022 -0.0587 0.5812
C -7.2324 -1.2186 0.5535
C -5.8510 -1.1273 0.5309
C -5.2138 0.1089 0.5351
C -5.9990 1.2707 0.5631
C -7.3688 1.1897 0.5848
C -3.7654 0.2489 0.5118
N -3.1192 1.3939 0.6102
C -1.7985 1.0807 0.5407
C -1.6193 -0.2857 0.3998
N -2.8892 -0.7991 0.3843
C -0.3438 -0.8971 0.2771
C -0.1168 -2.2709 0.0931
C 1.1664 -2.7331 -0.0396
C 2.2236 -1.8254 -0.0031
N 2.0303 -0.5294 0.1772
C 0.7767 -0.0400 0.3246
C 0.6048 1.3791 0.5108
N 1.7169 2.1297 0.5846
C 1.6192 3.4368 0.7319
C 0.3881 4.0893 0.8309
C -0.7639 3.3449 0.7668
C -0.6743 1.9544 0.6065
H -11.0941 -1.0196 0.6379
H -9.7858 -1.8686 1.4913
H -9.8298 -1.8525 -0.2931
H -7.7005 -2.1927 0.5498
H -5.2771 -2.0469 0.5184
H -5.4946 2.2262 0.5672
H -7.9833 2.0796 0.6021
H -3.1446 -1.7643 0.2711
H -0.9557 -2.9539 0.0521
H 1.3722 -3.7832 -0.1869
H 3.2453 -2.1498 -0.1278
H 2.5498 3.9930 0.7743
H 0.3601 5.1621 0.9564
H -1.7455 3.7953 0.8323
Br 3.2139 -1.0628 -8.7027
C 3.1761 -0.6939 -6.8485
C 2.4597 0.4012 -6.3894
C 2.4388 0.6717 -5.0326
C 3.1368 -0.1463 -4.1487
C 3.8507 -1.2429 -4.6258
C 3.8678 -1.5255 -5.9795
C 3.1642 0.1921 -2.7083
O 2.4460 1.1027 -2.2272
O 3.9755 -0.4427 -1.9394
H 1.9315 1.0373 -7.0854
H 1.8831 1.5136 -4.6429
H 4.3886 -1.8681 -3.9268
H 4.4185 -2.3748 -6.3579
```

Results
Energy   -5256.02365 Eh
Orbital gap   6.701 eV
Net charge   +1